1.
Here is one molecule with the formula C21H30FN3O2 from the Open Molecules 2025 dataset. Energies are from ωB97M-V/def2-TZVPD.

Properties
2S+1	1
HOMO-LUMO gap	8.16	eV
structure (SMILES)	O=C(C1CCOCC1)N1CCC[C@H](N2CCN(c3ccc(F)cc3)CC2)C1

```
57
C21H30FN3O2 | the Open Molecules 2025 dataset | ωB97M-V/def2-TZVPD
O -1.697 -2.013 -0.123
C -2.406 -1.076 -0.438
C -3.927 -1.179 -0.359
C -4.425 -0.603 0.974
C -5.932 -0.836 1.099
O -6.267 -2.198 1.016
C -5.858 -2.764 -0.209
C -4.350 -2.649 -0.423
N -1.871 0.090 -0.880
C -2.546 1.333 -1.167
C -2.124 2.411 -0.165
C -0.608 2.584 -0.178
C 0.060 1.224 0.104
N 1.504 1.230 0.186
C 2.227 1.538 -1.036
C 3.701 1.809 -0.692
N 4.144 1.002 0.414
C 4.706 -0.245 0.233
C 4.781 -0.869 -1.018
C 5.405 -2.092 -1.172
C 5.958 -2.714 -0.070
F 6.568 -3.916 -0.219
C 5.907 -2.128 1.181
C 5.292 -0.902 1.325
C 3.436 1.309 1.642
C 2.057 1.919 1.331
C -0.428 0.216 -0.945
H -4.393 -0.645 -1.194
H -3.915 -1.119 1.790
H -4.217 0.465 1.052
H -6.457 -0.273 0.308
H -6.296 -0.498 2.072
H -6.389 -2.270 -1.039
H -6.165 -3.811 -0.168
H -3.822 -3.201 0.355
H -4.080 -3.079 -1.388
H -3.626 1.207 -1.142
H -2.261 1.652 -2.179
H -2.616 3.352 -0.417
H -2.444 2.117 0.837
H -0.308 3.313 0.577
H -0.295 2.956 -1.156
H -0.296 0.868 1.079
H 2.153 0.669 -1.696
H 1.822 2.416 -1.567
H 3.825 2.857 -0.395
H 4.338 1.642 -1.559
H 4.337 -0.413 -1.887
H 5.453 -2.569 -2.138
H 6.354 -2.627 2.026
H 5.285 -0.437 2.298
H 4.018 2.009 2.257
H 3.287 0.386 2.204
H 1.403 1.763 2.190
H 2.144 3.007 1.170
H 0.008 -0.765 -0.751
H -0.155 0.548 -1.951
```



2.
Here is a 5-piece molecular cluster, H10O5 overall from the Open Molecules 2025 dataset. Energies are from ωB97M-V/def2-TZVPD.

Properties
2S+1	1
HOMO-LUMO gap	10.96	eV
structure (SMILES)	O.O.O.O.O

```
15
H10O5 | the Open Molecules 2025 dataset | ωB97M-V/def2-TZVPD
O 1.892 0.342 -1.689
H 1.934 -0.448 -2.236
H 1.327 0.954 -2.172
O -0.332 -2.531 1.646
H -0.647 -3.180 1.012
H -0.419 -1.674 1.194
O -3.581 0.754 -0.241
H -3.763 1.625 0.123
H -3.711 0.151 0.498
O -0.783 -0.005 0.371
H 0.092 0.383 0.252
H -1.245 0.133 -0.464
O 3.150 1.546 0.623
H 2.666 1.134 -0.107
H 3.419 0.817 1.188
```



3.
Here is a 3-piece molecular cluster, C2H7OS2 overall in a non-equilibrium geometry from the Open Molecules 2025 dataset. Energies are from ωB97M-V/def2-TZVPD.

Properties
2S+1	1
net charge	-1
HOMO-LUMO gap	6.18	eV

```
12
C2H7OS2 | the Open Molecules 2025 dataset | ωB97M-V/def2-TZVPD
C 0.700 3.036 1.687
O 0.846 3.843 0.828
H 1.482 2.913 2.448
H -3.642 -1.707 -4.073
H -0.174 2.383 1.789
C 0.790 -1.801 -0.316
S 0.716 -0.046 0.222
S 0.000 -0.268 2.183
H 1.374 -2.001 -1.214
H 1.265 -2.337 0.504
H -0.241 -2.093 -0.455
H -3.116 -1.923 -3.604
```



4.
Here is a 2-piece molecular cluster, C2H10N4 overall in a non-equilibrium geometry from the Open Molecules 2025 dataset. Energies are from ωB97M-V/def2-TZVPD.

Properties
2S+1	1
net charge	+2
HOMO-LUMO gap	9.98	eV

```
16
C2H10N4 | the Open Molecules 2025 dataset | ωB97M-V/def2-TZVPD
C 1.395 -0.229 -0.129
C -0.919 -0.007 -0.284
N 1.785 0.960 -0.465
N -1.060 1.178 0.181
N 1.495 -0.745 1.098
N -2.075 -0.886 -0.527
H 1.008 -0.890 -0.803
H 2.372 1.531 0.209
H 1.488 1.178 -1.369
H -0.210 1.756 0.254
H -1.847 1.601 0.628
H 1.411 -1.747 1.298
H 2.295 -0.501 1.680
H -2.018 -1.473 -1.426
H -2.212 -1.419 0.292
H -2.907 -0.306 -0.639
```



5.
Here is C3H6BrI as an isolated structure in a non-equilibrium geometry from the Open Molecules 2025 dataset. Energies are from ωB97M-V/def2-TZVPD.

Properties
2S+1	1
HOMO-LUMO gap	9.47	eV

```
11
C3H6BrI | the Open Molecules 2025 dataset | ωB97M-V/def2-TZVPD
C 0.790 -0.040 0.926
C -0.371 0.103 -0.279
C -2.290 0.362 -0.672
Br -2.770 2.137 0.190
I -3.477 -1.235 -0.032
H 0.506 -0.670 1.754
H 1.722 -0.359 0.388
H 0.998 0.958 1.366
H -0.122 1.072 -0.566
H -0.324 -0.732 -0.911
H -2.656 0.467 -1.693
```



6.
Here is one molecule with the formula C4H4S in a non-equilibrium geometry from the Open Molecules 2025 dataset. Energies are from ωB97M-V/def2-TZVPD.

Properties
2S+1	1
HOMO-LUMO gap	8.37	eV
structure (SMILES)	S=CC1C=C1

```
9
C4H4S | the Open Molecules 2025 dataset | ωB97M-V/def2-TZVPD
S -2.798 1.343 -0.947
C -1.630 0.324 -0.488
C -0.185 0.666 -0.275
C 0.780 -0.479 -0.429
C 0.548 -0.064 0.814
H -1.777 -0.799 -0.105
H 0.156 1.716 -0.590
H 0.876 -1.281 -1.089
H 1.037 0.041 1.745
```



7.
Here is a 3-piece molecular cluster, H4N4O2 overall in a non-equilibrium geometry from the Open Molecules 2025 dataset. Energies are from ωB97M-V/def2-TZVPD.

Properties
2S+1	1
net charge	-2
HOMO-LUMO gap (spin up / spin down)	4.78 / 3.03	eV

```
10
H4N4O2 | the Open Molecules 2025 dataset | ωB97M-V/def2-TZVPD
N 6.927 4.471 7.481
N -4.594 -2.608 -6.570
N -7.037 -6.542 -5.565
N -6.749 -5.525 -4.945
O -7.062 -6.811 -6.791
O -6.833 -5.202 -3.746
H 6.222 3.813 7.000
H 6.701 4.004 8.417
H -4.322 -3.144 -5.737
H -5.519 -2.933 -6.765
```



8.
Here is a 2-piece molecular cluster, C5H5ClN2O4 overall in a non-equilibrium geometry from the Open Molecules 2025 dataset. Energies are from ωB97M-V/def2-TZVPD.

Properties
2S+1	1
HOMO-LUMO gap (spin up / spin down)	8.26 / 8.26	eV

```
17
C5H5ClN2O4 | the Open Molecules 2025 dataset | ωB97M-V/def2-TZVPD
C 1.673 0.413 1.578
C 0.617 -0.877 -0.280
C -2.760 0.229 0.336
C -1.702 -0.504 -0.464
C 1.834 -0.389 0.433
N 1.522 1.109 2.477
N 2.560 1.130 -0.881
O 1.776 1.962 -1.133
O 0.603 -1.809 -1.037
O 3.664 0.853 -1.141
O -0.422 -0.124 0.057
Cl 3.228 -1.392 0.357
H -2.630 1.303 0.232
H -3.745 -0.050 -0.022
H -2.675 -0.025 1.389
H -1.739 -0.238 -1.527
H -1.805 -1.590 -0.374
```



9.
Here is C5H3NO as an isolated structure from the Open Molecules 2025 dataset. Energies are from ωB97M-V/def2-TZVPD.

Properties
2S+1	1
HOMO-LUMO gap	10.54	eV

```
10
C5H3NO | the Open Molecules 2025 dataset | ωB97M-V/def2-TZVPD
C 2.635 -0.141 0.887
C 1.415 -0.064 0.601
C 0.053 -0.048 0.168
C -0.778 1.022 0.003
O -1.938 0.631 -0.515
N -1.931 -0.741 -0.683
C -0.753 -1.138 -0.292
H 2.469 0.589 -0.032
H -0.671 2.081 0.193
H -0.501 -2.191 -0.332
```



10.
Here is one molecule with the formula C5H10N2O in a non-equilibrium geometry from the Open Molecules 2025 dataset. Energies are from ωB97M-V/def2-TZVPD.

Properties
2S+1	1
HOMO-LUMO gap	9.70	eV
structure (SMILES)	[H]/N=C(/C)C[C@@H](N)C=O

```
18
C5H10N2O | the Open Molecules 2025 dataset | ωB97M-V/def2-TZVPD
H 2.314 -0.773 -0.611
N 1.759 -1.503 -0.155
C 0.506 -1.225 -0.132
C -0.477 -2.158 0.520
C -0.096 0.029 -0.893
C -0.048 0.993 0.338
N 0.975 2.011 0.246
C -1.436 1.551 -0.039
O -2.470 1.206 0.542
H -1.028 -1.635 1.304
H -1.190 -2.519 -0.224
H 0.035 -3.015 0.965
H 0.632 0.309 -1.658
H -1.019 -0.344 -1.341
H -0.113 0.552 1.334
H 1.485 2.100 1.125
H 1.597 2.041 -0.557
H -1.425 2.382 -0.766
```



Taking the records one at a time from the top gives energy above the lowest of the compared OMol25 structures with the same formula, charge and spin values of 47.2, 21.8, 40.6, 39.4, 75.0, 83.4, 27.3, 2.5, 98.7, 50.7 kcal per mole.